C5H10NO | ωB97M-V with the def2-TZVPD basis set

Geometry (Å):
C1 0.792 -0.349 -0.878
C2 1.192 -1.653 -0.152
C3 -0.194 0.149 0.115
C4 -1.711 -0.096 -0.023
C5 0.101 1.393 0.988
N1 0.546 -1.290 1.032
O1 0.412 -1.683 2.110
H1 1.647 0.316 -1.017
H2 0.404 -0.468 -1.935
H3 0.554 -2.607 -0.370
H4 2.269 -1.993 -0.092
H5 -2.073 0.667 -0.646
H6 -1.945 -0.181 1.109
H7 -1.994 -0.915 -0.610
H8 -0.409 1.302 1.907
H9 -0.173 2.213 0.431
H10 1.091 1.335 1.243

Values from the calculation:
LUMO level	-6.01	eV
2S+1	1
net charge	+1
orbital gap	9.23	eV
total energy	-326.08701	Ha
largest force on an atom	5.173	eV/A
highest occupied orbital energy	-15.24	eV